# 1
C24H20BrClF16I2NO6P | the ωB97M-V functional and the def2-TZVPD basis

Geometry (Å):
C (3.322, 1.657, -0.907)
C (2.870, 1.762, 0.528)
I (3.244, 3.569, 1.588)
C (2.237, 0.751, 1.116)
I (1.575, 0.825, 3.151)
C (1.909, -0.519, 0.433)
C (0.602, -0.858, 0.128)
O (-0.417, 0.000, 0.441)
C (0.314, -2.064, -0.471)
C (-1.120, -2.443, -0.790)
C (-2.044, -2.687, 0.445)
C (-3.213, -1.680, 0.478)
Br (-1.109, -2.783, 2.156)
C (1.304, -2.948, -0.823)
C (2.600, -2.619, -0.539)
C (2.873, -1.410, 0.072)
C (4.385, -1.362, 0.249)
O (4.990, -0.648, 1.016)
N (4.878, -2.352, -0.626)
P (6.543, -2.914, -0.419)
O (7.372, -1.564, -0.046)
Cl (6.499, -4.117, 1.303)
C (3.888, -3.382, -0.763)
O (4.096, -4.552, -0.965)
H (4.386, 1.396, -0.943)
H (3.253, 2.657, -1.344)
H (2.701, 1.007, -1.524)
H (-0.730, 0.433, -0.365)
H (-1.545, -1.646, -1.413)
H (-1.100, -3.358, -1.385)
H (-2.504, -3.664, 0.296)
H (-3.964, -2.039, -0.230)
H (-3.651, -1.658, 1.479)
H (-2.866, -0.676, 0.231)
H (1.066, -3.885, -1.315)
H (7.199, -1.319, 0.880)
C (-5.455, 0.299, 4.904)
C (-6.805, -0.449, 4.907)
C (-7.309, -1.021, 6.238)
F (-6.458, -1.894, 6.799)
F (-8.473, -1.682, 6.027)
F (-6.774, -1.408, 3.956)
F (-7.742, 0.458, 4.507)
O (-4.268, -0.400, 4.528)
C (-3.568, -1.180, 5.438)
C (-3.627, -2.677, 5.109)
F (-4.891, -3.116, 4.959)
F (-3.066, -3.391, 6.113)
F (-3.967, -0.904, 6.695)
F (-2.278, -0.797, 5.358)
H (-5.558, 1.051, 4.123)
H (-5.306, 0.861, 5.826)
H (-7.503, -0.213, 6.950)
H (-3.085, -2.877, 4.183)
C (3.470, 3.599, -5.479)
C (2.912, 2.416, -4.660)
C (1.977, 1.432, -5.371)
F (0.883, 2.015, -5.886)
F (1.548, 0.502, -4.480)
F (2.334, 2.897, -3.537)
F (3.993, 1.689, -4.254)
O (2.819, 4.868, -5.408)
C (1.708, 5.157, -6.182)
C (0.427, 5.321, -5.351)
F (0.205, 4.266, -4.548)
F (-0.637, 5.441, -6.176)
F (1.575, 4.249, -7.168)
F (1.955, 6.337, -6.785)
H (4.450, 3.798, -5.046)
H (3.666, 3.313, -6.513)
H (2.508, 0.913, -6.174)
H (0.497, 6.216, -4.729)

Values from the calculation:
Electronic energy   -190523.7576 eV
Frontier orbital gap   8.366 eV
ΔE to the lowest compared entry with this formula, charge and spin   0.00 kJ/mol
Lowest unoccupied orbital energy   -0.5 eV

Here are the Mulliken charges for atoms 1 to 6, given in e: -1.142, 0.267, 0.039, -1.599, 0.137, 0.389

# 2
C5H12FN2O | the ωB97M-V functional and the def2-TZVPD basis

Geometry (Å):
C (-0.695, 0.328, 0.079)
C (0.271, 1.719, -1.517)
C (-0.874, 2.745, 0.452)
C (0.496, -2.670, -2.710)
C (-1.595, -1.336, 1.543)
N (-0.424, 1.556, -0.232)
N (0.329, -1.982, -1.448)
O (-1.002, -0.064, 1.284)
F (1.298, -2.148, -0.557)
H (0.981, 2.595, -1.384)
H (0.741, 0.861, -1.864)
H (-0.390, 2.152, -2.238)
H (-1.555, 3.267, -0.221)
H (-1.229, 2.453, 1.525)
H (0.041, 3.409, 0.393)
H (-0.352, -2.464, -3.368)
H (0.621, -3.769, -2.780)
H (1.378, -2.377, -3.179)
H (-2.676, -1.326, 1.255)
H (-1.545, -1.636, 2.575)
H (-1.049, -2.062, 0.944)

Values from the calculation:
Electronic energy   -13111.2577 eV
Frontier orbital gap (spin up / spin down)   7.469 / 10.122 eV
ΔE to the lowest compared entry with this formula, charge and spin   384.38 kJ/mol
Lowest unoccupied orbital energy (spin up / spin down)   -5.9 / -3.8 eV
Net charge   +1

Here are the Mulliken charges for atoms 1 to 6, given in e: 0.529, -0.856, -0.752, -0.764, -0.520, 0.098

# 3
C48H58BiBrN5OP2SSe | the ωB97M-V functional and the def2-TZVPD basis

Geometry (Å):
Bi (-0.507, -0.078, -0.582)
C (1.493, -2.298, -3.908)
C (1.279, -3.349, -2.817)
C (2.213, -4.544, -3.056)
P (1.189, -2.505, -1.143)
C (1.333, -3.905, 0.126)
C (0.430, -5.093, -0.224)
C (2.749, -4.366, 0.472)
C (2.795, -1.721, -0.817)
C (3.965, -2.109, -1.467)
C (5.221, -1.729, -1.028)
C (6.472, -2.099, -1.782)
C (5.288, -1.020, 0.172)
C (4.150, -0.584, 0.810)
C (2.853, -0.831, 0.292)
N (1.702, -0.369, 0.867)
C (1.719, 0.770, 1.664)
C (2.619, 1.843, 1.538)
C (2.559, 2.929, 2.390)
C (1.582, 3.031, 3.374)
C (1.528, 4.214, 4.309)
C (0.640, 2.014, 3.462)
C (0.697, 0.898, 2.641)
P (-0.495, -0.483, 2.622)
C (0.248, -1.502, 4.033)
C (-0.567, -2.781, 4.225)
C (1.708, -1.842, 3.740)
C (-1.988, 0.315, 3.480)
C (-3.270, -0.298, 2.912)
C (-2.050, 0.295, 5.006)
H (1.463, -2.779, -4.890)
H (2.456, -1.797, -3.792)
H (0.710, -1.543, -3.888)
H (0.251, -3.719, -2.913)
H (3.215, -4.224, -3.340)
H (1.813, -5.138, -3.881)
H (2.300, -5.199, -2.194)
H (0.935, -3.428, 1.028)
H (0.946, -5.813, -0.857)
H (-0.465, -4.769, -0.753)
H (0.123, -5.620, 0.684)
H (3.309, -4.695, -0.403)
H (2.692, -5.204, 1.175)
H (3.320, -3.566, 0.942)
H (3.894, -2.741, -2.340)
H (6.263, -2.853, -2.542)
H (7.233, -2.489, -1.103)
H (6.893, -1.223, -2.284)
H (6.260, -0.810, 0.609)
H (4.239, -0.061, 1.753)
H (3.347, 1.835, 0.741)
H (3.292, 3.724, 2.285)
H (2.336, 4.914, 4.093)
H (1.627, 3.897, 5.350)
H (0.578, 4.745, 4.212)
H (-0.163, 2.122, 4.184)
H (0.212, -0.905, 4.948)
H (-0.467, -3.430, 3.352)
H (-1.629, -2.563, 4.357)
H (-0.221, -3.336, 5.102)
H (1.812, -2.347, 2.779)
H (2.111, -2.496, 4.520)
H (2.316, -0.938, 3.702)
H (-1.941, 1.353, 3.136)
H (-3.309, -1.375, 3.096)
H (-3.314, -0.137, 1.839)
H (-4.154, 0.159, 3.370)
H (-2.231, -0.715, 5.380)
H (-2.879, 0.925, 5.342)
H (-1.138, 0.672, 5.469)
Br (-3.581, 7.141, -1.122)
C (-2.756, 5.495, -0.607)
C (-1.436, 5.514, -0.144)
C (-0.835, 4.340, 0.229)
C (-1.498, 3.081, 0.123)
O (-0.910, 2.022, 0.523)
C (-2.840, 3.097, -0.384)
C (-3.610, 1.901, -0.609)
N (-3.146, 0.709, -0.631)
C (-3.937, -0.353, -1.054)
C (-4.984, -0.225, -1.944)
C (-5.771, -1.326, -2.309)
C (-5.513, -2.572, -1.812)
C (-4.395, -2.769, -0.974)
C (-4.026, -4.034, -0.475)
C (-2.916, -4.157, 0.312)
C (-2.148, -3.010, 0.572)
N (-2.461, -1.819, 0.130)
C (-3.581, -1.664, -0.613)
C (-3.452, 4.320, -0.707)
H (-0.908, 6.455, -0.067)
H (0.178, 4.330, 0.613)
H (-4.678, 2.078, -0.797)
H (-5.168, 0.732, -2.413)
H (-6.599, -1.176, -2.990)
H (-6.125, -3.425, -2.080)
H (-4.628, -4.897, -0.736)
H (-2.621, -5.115, 0.717)
H (-1.250, -3.056, 1.175)
H (-4.477, 4.320, -1.060)
Se (-1.391, -0.166, -3.015)
C (-2.357, 3.631, -4.063)
C (-0.977, 3.853, -3.545)
C (-0.261, 5.016, -3.697)
C (1.056, 5.031, -3.206)
N (1.583, 4.013, -2.556)
C (0.857, 2.896, -2.375)
S (1.510, 1.578, -1.557)
N (-0.404, 2.835, -2.892)
C (1.956, 6.207, -3.432)
H (-2.543, 4.244, -4.943)
H (-3.080, 3.903, -3.291)
H (-2.500, 2.576, -4.300)
H (-0.680, 5.864, -4.218)
H (-0.871, 1.886, -2.912)
H (1.449, 7.000, -3.978)
H (2.829, 5.874, -3.993)
H (2.311, 6.586, -2.474)

Values from the calculation:
Electronic energy   -230861.2116 eV
Frontier orbital gap   5.397 eV
ΔE to the lowest compared entry with this formula, charge and spin   5.61 kJ/mol
Lowest unoccupied orbital energy   2.0 eV
Net charge   -1

Here are the Mulliken charges for atoms 1 to 6, given in e: 3.155, -0.837, 0.289, -1.626, 0.701, 2.341

# 4
C22H27AuN4 | the ωB97M-V functional and the def2-TZVPD basis

Geometry (Å):
Au (-0.280, 0.439, 0.861)
C (-2.757, 0.803, -0.650)
N (-1.537, 1.639, -0.656)
C (-0.904, 1.758, -1.986)
C (0.357, 0.935, -2.260)
C (0.811, 0.834, -3.567)
C (1.986, 0.147, -3.810)
C (2.672, -0.421, -2.744)
C (2.148, -0.280, -1.477)
N (1.005, 0.393, -1.241)
C (-1.612, 2.923, 0.080)
C (-0.279, 3.317, 0.693)
C (0.137, 4.628, 0.747)
C (1.312, 4.942, 1.417)
C (2.052, 3.932, 2.009)
C (1.604, 2.633, 1.902)
N (0.461, 2.336, 1.260)
C (-2.468, -0.691, -0.554)
C (-3.264, -1.598, -1.280)
C (-3.004, -2.978, -1.200)
C (-2.052, -3.422, -0.342)
C (-1.299, -2.513, 0.570)
N (-1.504, -1.088, 0.248)
H (-3.371, 1.002, -1.529)
H (-3.348, 1.070, 0.227)
H (-0.651, 2.806, -2.141)
H (-1.645, 1.507, -2.745)
H (0.255, 1.290, -4.379)
H (2.365, 0.058, -4.820)
H (3.594, -0.967, -2.896)
H (2.644, -0.717, -0.616)
H (-2.345, 2.813, 0.880)
H (-1.959, 3.725, -0.571)
H (-0.457, 5.400, 0.272)
H (1.646, 5.971, 1.472)
H (2.971, 4.139, 2.542)
H (2.152, 1.804, 2.331)
H (-4.036, -1.212, -1.933)
H (-3.566, -3.671, -1.812)
H (-1.857, -4.483, -0.230)
H (0.381, -3.820, 0.263)
C (1.345, -1.533, 2.619)
C (0.745, -2.864, 2.164)
C (1.781, -3.974, 2.327)
C (0.204, -2.843, 0.715)
H (1.670, -1.574, 3.659)
H (0.617, -0.696, 2.581)
H (2.203, -1.245, 2.002)
H (-0.091, -3.085, 2.835)
H (2.627, -3.814, 1.649)
H (1.354, -4.953, 2.103)
H (2.172, -4.007, 3.345)
H (-1.745, -2.661, 1.567)
H (0.762, -2.135, 0.091)

Values from the calculation:
Electronic energy   -32888.6531 eV
<S²>   2.03
Frontier orbital gap (spin up / spin down)   8.196 / 7.164 eV
ΔE to the lowest compared entry with this formula, charge and spin   0.00 kJ/mol
Lowest unoccupied orbital energy (spin up / spin down)   -5.9 / -8.4 eV
Net charge   +2
Spin multiplicity   3

Here are the Mulliken charges for atoms 1 to 6, given in e: 0.754, -1.112, -0.015, -1.296, 0.854, -1.004

# 5
H17LiO9 | the ωB97M-V functional and the def2-TZVPD basis

Geometry (Å):
Li (2.063, -0.213, -2.512)
O (0.777, -0.010, -0.640)
H (0.333, 0.023, 0.375)
O (2.223, 0.114, 2.853)
H (2.313, -0.081, 3.768)
H (1.990, -0.897, 2.494)
O (-1.880, -1.671, 1.097)
H (-1.789, -1.725, -0.032)
H (-2.949, -1.905, 1.123)
O (-0.364, -1.890, -1.953)
H (0.013, -1.104, -1.416)
H (-0.675, -1.623, -2.662)
O (-1.203, 1.736, -0.564)
H (-0.989, 2.207, 0.313)
H (-0.570, 0.949, -0.718)
O (1.710, 2.483, -0.629)
H (1.413, 1.528, -0.757)
H (1.196, 3.102, -1.199)
O (-1.452, 1.466, -3.301)
H (-1.113, 1.241, -2.229)
H (-1.746, 0.687, -3.674)
O (-1.633, 0.310, 3.075)
H (-1.376, -0.456, 2.401)
H (-1.639, 1.091, 2.516)
O (1.603, -1.893, 1.088)
H (1.320, -1.361, 0.453)
H (2.423, -2.107, 0.732)

Values from the calculation:
Electronic energy   -18904.7700 eV
Frontier orbital gap   8.317 eV
ΔE to the lowest compared entry with this formula, charge and spin   396.75 kJ/mol
Lowest unoccupied orbital energy   -1.9 eV

Here are the Mulliken charges for atoms 1 to 6, given in e: 0.914, -1.128, 0.200, -0.647, 0.302, 0.403

# 6
C54H55F9InN4O4PSi | the ωB97M-V functional and the def2-TZVPD basis

Geometry (Å):
In (-0.145, -0.311, -0.342)
N (0.822, 2.696, -0.121)
C (-0.153, 3.360, -0.971)
C (-0.227, 4.892, -0.697)
C (-0.952, 5.877, -1.661)
C (-0.675, 5.680, -3.171)
N (-1.404, 4.559, -3.700)
C (-1.386, 4.131, -4.933)
N (-0.679, 4.757, -5.899)
N (-2.150, 3.082, -5.264)
C (-1.480, 2.577, -0.782)
O (-2.522, 2.941, -1.375)
O (-1.412, 1.570, -0.036)
H (0.499, 2.714, 0.841)
H (1.716, 3.173, -0.155)
H (0.161, 3.207, -2.009)
H (0.810, 5.238, -0.654)
H (-0.667, 4.996, 0.299)
H (-0.626, 6.885, -1.403)
H (-2.030, 5.821, -1.497)
H (0.402, 5.524, -3.319)
H (-0.978, 6.585, -3.709)
H (-1.924, 3.948, -2.975)
H (0.054, 5.387, -5.622)
H (-0.585, 4.315, -6.796)
H (-2.594, 2.574, -4.516)
H (-1.984, 2.559, -6.108)
C (-0.867, -2.002, 6.707)
C (-0.374, -2.659, 5.587)
C (-0.195, -1.966, 4.402)
C (-0.496, -0.607, 4.318)
C (-0.995, 0.043, 5.442)
C (-1.176, -0.653, 6.631)
P (-0.176, 0.194, 2.697)
C (-0.752, 1.910, 2.998)
C (0.090, 3.018, 3.009)
C (-0.433, 4.301, 3.126)
C (-1.802, 4.491, 3.233)
C (-2.649, 3.389, 3.235)
C (-2.130, 2.112, 3.115)
C (1.640, 0.414, 2.840)
C (2.211, 0.692, 4.058)
C (3.591, 0.930, 4.182)
C (4.391, 0.888, 3.079)
C (3.857, 0.574, 1.808)
C (4.704, 0.483, 0.678)
C (4.200, 0.131, -0.538)
C (2.819, -0.127, -0.667)
C (1.949, -0.029, 0.387)
C (2.457, 0.323, 1.670)
H (-1.011, -2.541, 7.635)
H (-0.136, -3.714, 5.637)
H (0.178, -2.483, 3.525)
H (-1.241, 1.096, 5.398)
H (-1.560, -0.135, 7.501)
H (1.163, 2.886, 2.947)
H (0.237, 5.152, 3.130)
H (-2.208, 5.490, 3.320)
H (-3.720, 3.529, 3.320)
H (-2.793, 1.257, 3.105)
H (1.593, 0.743, 4.945)
H (4.010, 1.150, 5.156)
H (5.455, 1.084, 3.160)
H (5.761, 0.684, 0.804)
H (4.852, 0.033, -1.398)
H (2.444, -0.425, -1.643)
F (-1.658, -3.294, 1.944)
C (-2.800, -2.607, 1.852)
F (-2.753, -1.645, 2.785)
F (-3.797, -3.433, 2.202)
C (-2.977, -2.015, 0.407)
O (-1.812, -1.678, -0.172)
C (-3.664, -3.124, -0.472)
F (-4.991, -3.211, -0.295)
F (-3.151, -4.335, -0.203)
F (-3.455, -2.880, -1.765)
C (-3.987, -0.829, 0.544)
F (-5.063, -1.149, 1.285)
F (-4.437, -0.443, -0.659)
F (-3.417, 0.224, 1.117)
C (-4.221, -0.880, -4.751)
C (-4.045, -0.314, -3.497)
C (-2.763, -0.104, -3.003)
C (-1.634, -0.443, -3.750)
C (-1.833, -1.016, -5.010)
C (-3.111, -1.233, -5.508)
Si (0.100, -0.153, -3.021)
C (1.279, -1.259, -4.042)
C (1.733, -2.481, -3.541)
C (2.564, -3.305, -4.288)
C (2.973, -2.919, -5.555)
C (2.550, -1.700, -6.065)
C (1.709, -0.886, -5.319)
C (0.610, 1.567, -3.714)
C (1.726, 2.242, -3.209)
C (2.205, 3.402, -3.800)
C (1.600, 3.899, -4.949)
C (0.501, 3.240, -5.477)
C (0.004, 2.099, -4.855)
H (-5.219, -1.068, -5.127)
H (-4.907, -0.057, -2.894)
H (-2.639, 0.317, -2.010)
H (-0.975, -1.306, -5.605)
H (-3.244, -1.690, -6.481)
H (1.436, -2.781, -2.545)
H (2.893, -4.255, -3.882)
H (3.621, -3.560, -6.141)
H (2.873, -1.381, -7.049)
H (1.389, 0.058, -5.744)
H (2.223, 1.853, -2.331)
H (3.068, 3.909, -3.384)
H (1.991, 4.785, -5.436)
H (0.052, 3.598, -6.397)
H (-0.863, 1.597, -5.278)
C (2.609, -3.444, 1.652)
C (2.585, -3.390, 0.133)
O (1.276, -3.227, -0.390)
C (0.472, -4.403, -0.284)
C (-0.398, -4.523, -1.519)
H (3.635, -3.571, 2.003)
H (2.009, -4.274, 2.028)
H (2.214, -2.510, 2.057)
H (3.037, -4.296, -0.292)
H (3.156, -2.531, -0.214)
H (-0.145, -4.351, 0.613)
H (1.126, -5.280, -0.201)
H (-0.929, -3.586, -1.683)
H (-1.129, -5.318, -1.384)
H (0.205, -4.748, -2.400)

Values from the calculation:
Electronic energy   -117836.5856 eV
Frontier orbital gap   7.187 eV
ΔE to the lowest compared entry with this formula, charge and spin   587.91 kJ/mol
Lowest unoccupied orbital energy   -0.3 eV

Here are the Mulliken charges for atoms 1 to 6, given in e: 0.987, 0.547, 1.758, -1.083, -1.513, -0.416